No. 1
95
Properties=species:S:1:pos:R:3:forces:R:3:lowdin_spin:R:1 method="wB97M-V/def2-TZVPD" e_lumo_ev="-5.963 / -5.634" relative_energy_kcal_mol=0.5 charge=+2 spin_multiplicity=3
V 2.6233 -0.3641 -0.3995 0.38 -0.54 0.23 2.02
C 2.4832 2.7345 -0.0577 0.05 -0.06 -0.14 0.00
O 2.6455 1.5786 -0.9275 0.18 0.37 -0.20 0.01
C 3.4826 1.8577 -2.0868 -0.03 -0.03 0.17 0.00
C 3.5531 0.6092 -2.9308 0.02 -0.14 0.07 0.00
O 3.8195 -0.4898 -2.0202 0.07 0.11 -0.52 0.02
C 3.9345 -1.8135 -2.6134 -0.03 0.15 0.07 0.00
C 4.0236 -2.7756 -1.4574 -0.08 -0.04 0.13 0.00
O 2.8716 -2.5799 -0.6212 0.00 0.16 -0.36 0.01
C 2.1120 -3.7684 -0.3225 0.20 0.00 0.14 0.00
H 2.1381 3.5744 -0.6566 -0.02 0.02 -0.02 0.00
H 1.7449 2.4771 0.6927 -0.04 -0.06 0.02 0.00
H 3.4372 2.9638 0.4129 0.04 0.00 0.01 0.00
H 3.0381 2.6676 -2.6628 -0.06 0.06 -0.01 0.00
H 4.4665 2.1659 -1.7356 0.07 0.01 0.07 0.00
H 2.6133 0.4306 -3.4526 -0.10 -0.08 -0.01 0.00
H 4.3559 0.6989 -3.6593 0.13 -0.04 -0.01 0.00
H 3.0491 -2.0018 -3.2232 -0.08 0.02 -0.06 0.00
H 4.8234 -1.8550 -3.2397 0.09 0.06 0.00 0.00
H 4.0620 -3.7987 -1.8310 -0.04 -0.02 0.01 0.00
H 4.9142 -2.5764 -0.8613 0.05 -0.01 0.05 0.00
H 2.7490 -4.4800 0.2016 0.02 0.00 0.02 0.00
H 1.2880 -3.4732 0.3186 -0.03 0.05 0.03 0.00
H 1.7179 -4.2102 -1.2358 0.00 0.00 -0.04 0.00
C -3.9755 0.9228 5.1429 -0.02 -0.01 -0.01 0.00
C -2.7886 1.8106 4.7366 -0.03 0.00 -0.02 0.00
C -3.2453 3.2752 4.6581 0.01 0.03 -0.01 0.00
C -1.6997 1.6924 5.8028 0.03 0.00 -0.01 0.00
C -2.2901 1.3666 3.3627 -0.03 -0.01 0.06 0.00
C -1.0165 0.8621 3.1585 -0.10 0.03 0.06 0.00
C -0.6532 0.4755 1.8821 0.22 -0.14 -0.24 0.00
Br 1.1133 -0.2589 1.7465 0.08 0.02 0.39 0.01
C -1.4954 0.5687 0.7980 -0.08 0.03 0.13 0.00
O -1.0373 0.2051 -0.4643 0.14 -0.01 -0.02 0.00
C -2.7956 1.0564 0.9688 -0.11 0.01 -0.09 0.00
C -3.1410 1.4428 2.2574 -0.05 0.01 -0.01 0.00
C -3.7869 1.1587 -0.2083 0.03 0.04 0.04 0.00
C -3.3035 2.2056 -1.2295 0.00 0.04 -0.02 0.00
C -5.1717 1.6093 0.2724 0.02 -0.02 0.05 0.00
C -3.9795 -0.2121 -0.8872 -0.08 -0.04 0.00 0.00
H -4.3278 1.2075 6.1364 0.01 -0.01 -0.05 0.00
H -3.6855 -0.1304 5.1735 -0.02 0.04 0.01 0.00
H -4.8150 1.0272 4.4510 0.05 -0.01 0.04 0.00
H -3.5656 3.6140 5.6452 0.00 -0.01 -0.04 0.00
H -4.0895 3.4053 3.9769 0.06 0.00 0.03 0.00
H -2.4315 3.9243 4.3245 -0.04 -0.03 0.02 0.00
H -2.0900 2.0548 6.7542 0.02 -0.02 -0.02 0.00
H -0.8215 2.2966 5.5579 -0.04 -0.02 0.02 0.00
H -1.3862 0.6556 5.9524 0.00 0.05 -0.01 0.00
H -0.3094 0.7569 3.9709 -0.05 0.02 -0.05 0.00
H -4.1359 1.8271 2.4219 -0.01 -0.01 -0.01 0.00
H -3.1106 3.1599 -0.7354 -0.01 -0.02 -0.03 0.00
H -4.0794 2.3647 -1.9810 0.03 -0.02 0.02 0.00
H -2.3962 1.9266 -1.7751 0.00 0.02 0.02 0.00
H -5.1518 2.6197 0.6854 0.01 -0.04 0.00 0.00
H -5.5839 0.9285 1.0197 0.01 0.02 -0.03 0.00
H -5.8532 1.6177 -0.5785 0.02 0.01 0.02 0.00
H -3.1212 -0.5854 -1.4598 -0.15 -0.03 0.02 0.00
H -4.8040 -0.1448 -1.5987 0.04 0.00 0.01 0.00
H -4.2337 -0.9758 -0.1487 0.02 0.02 -0.05 0.00
Ge 0.4367 -0.9143 -1.5656 -0.90 0.29 -0.11 -0.01
C -0.1468 0.1907 -3.0798 0.14 0.03 -0.16 -0.01
C -0.8391 -0.3181 -4.1814 -0.03 0.09 0.02 0.00
C -1.2480 0.5223 -5.2119 0.01 0.01 0.01 0.00
C -0.9762 1.8816 -5.1556 0.02 -0.01 0.02 0.00
C -0.2971 2.4085 -4.0609 0.00 -0.05 0.02 0.00
C 0.1185 1.5677 -3.0381 -0.07 -0.01 -0.09 0.00
C -0.6400 -2.5199 -1.6406 0.07 -0.18 -0.07 -0.01
C -0.4909 -3.3791 -2.7346 -0.09 -0.11 0.14 0.00
C -1.2461 -4.5424 -2.8245 0.04 0.05 0.00 0.00
C -2.1526 -4.8572 -1.8201 0.01 0.01 0.01 0.00
C -2.2892 -4.0220 -0.7185 0.02 -0.01 0.01 0.00
C -1.5305 -2.8615 -0.6237 0.00 -0.09 -0.04 0.00
H -1.7603 0.3139 -1.1052 0.04 0.09 0.04 0.00
H -1.0871 -1.3698 -4.2384 0.00 -0.01 0.02 0.00
H -1.7889 0.1125 -6.0555 0.02 0.01 0.01 0.00
H -1.2989 2.5335 -5.9580 0.01 -0.03 0.03 0.00
H -0.1007 3.4723 -4.0061 -0.02 -0.02 0.00 0.00
H 0.6202 1.9954 -2.1746 -0.03 -0.03 -0.06 0.00
H 0.2224 -3.1576 -3.5233 -0.04 0.03 -0.04 0.00
H -1.1309 -5.1990 -3.6782 -0.01 0.02 0.03 0.00
H -2.7494 -5.7574 -1.8947 0.02 0.03 0.01 0.00
H -2.9845 -4.2786 0.0716 0.02 0.01 -0.03 0.00
H -1.6425 -2.2254 0.2490 -0.03 -0.03 -0.03 0.00
Br 7.5464 -0.4749 4.0573 0.06 0.00 0.05 0.01
C 6.1181 -0.5684 2.8415 0.03 0.01 0.02 0.02
C 5.1168 -1.5114 3.0310 -0.08 -0.06 -0.02 -0.01
C 4.0575 -1.5698 2.1378 0.04 0.03 -0.04 0.01
C 3.9845 -0.6998 1.0501 0.07 0.03 0.28 -0.09
C 5.0229 0.2194 0.8635 0.04 -0.05 0.24 0.01
C 6.0844 0.2990 1.7632 -0.08 -0.03 -0.15 -0.01
H 5.1673 -2.1910 3.8721 0.00 0.03 -0.03 0.00
H 3.2807 -2.3097 2.3046 0.01 0.00 0.00 0.00
H 5.0522 0.8931 0.0106 -0.04 0.01 -0.01 0.00
H 6.8828 1.0148 1.6162 -0.02 -0.02 0.00 0.00

=====

No. 2
92
Properties=species:S:1:pos:R:3:forces:R:3:lowdin_spin:R:1 method="wB97M-V/def2-TZVPD" e_lumo_ev="-4.872 / -3.866" relative_energy_kcal_mol=0.0 charge=+1 spin_multiplicity=5
Mn -1.3324 1.4099 -0.5706 -0.22 -0.12 0.31 3.85
C 0.4246 4.5164 -2.1350 0.27 0.13 -0.01 0.00
C 0.7596 5.1042 -0.7620 0.06 -0.09 0.00 0.00
C 1.5103 4.1674 0.1651 -0.10 -0.03 -0.11 0.00
C 2.8696 4.3752 0.3857 0.00 0.04 -0.01 0.00
C 3.6023 3.5366 1.2114 0.08 0.07 -0.03 0.00
C 2.9794 2.4721 1.8393 0.07 -0.09 0.04 0.00
C 1.6266 2.2220 1.6449 -0.10 -0.06 0.00 0.00
C 0.9605 1.0794 2.3717 0.29 0.29 0.29 0.00
C 0.3712 1.5085 3.7196 0.01 0.02 -0.04 0.00
C 0.9078 3.0763 0.8048 -0.05 -0.05 0.03 0.00
N -0.4941 2.8062 0.5768 0.24 0.34 -0.01 -0.03
C -1.3904 3.6007 1.1053 0.22 -0.06 -0.03 0.01
C -2.7301 3.4407 0.7414 -0.21 -0.16 -0.14 0.01
C -3.8910 4.1483 1.0250 -0.13 0.22 0.16 0.02
C -4.8942 3.6032 0.2200 -0.07 0.06 0.00 0.01
C -4.3028 2.5838 -0.5186 0.04 -0.01 0.06 0.02
N -2.9951 2.4580 -0.2067 0.09 -0.10 -0.07 0.01
H 0.0793 5.2980 -2.8143 0.04 -0.03 0.05 0.00
H -0.3582 3.7722 -2.0770 -0.25 -0.28 0.05 0.00
H 1.2984 4.0307 -2.5764 -0.05 0.07 0.02 0.00
H -0.1593 5.4582 -0.2916 -0.04 0.03 0.03 0.00
H 1.3788 5.9887 -0.9085 0.02 0.03 0.05 0.00
H 3.3561 5.2179 -0.0969 -0.05 -0.08 0.04 0.00
H 4.6601 3.7194 1.3697 -0.11 -0.02 -0.02 0.00
H 3.5512 1.8197 2.4944 -0.08 0.05 -0.07 0.00
H 1.6937 0.2848 2.5301 -0.01 0.02 -0.01 0.00
H 0.1778 0.6593 1.7600 -0.36 -0.25 -0.30 0.00
H 1.1519 1.9090 4.3686 -0.04 -0.01 -0.01 0.00
H -0.0995 0.6645 4.2290 0.03 0.05 -0.04 0.00
H -0.3835 2.2895 3.5869 0.04 -0.05 0.02 0.00
H -1.0755 4.3830 1.7887 0.02 0.03 0.05 0.00
H -3.9751 4.9703 1.7243 -0.02 -0.10 -0.11 0.00
H -5.9277 3.9107 0.1526 0.13 -0.01 0.04 0.00
H -4.7720 1.9749 -1.2746 0.05 -0.04 0.07 0.00
C 0.0745 -3.6183 3.9441 0.01 0.02 -0.02 0.00
C -0.6625 -2.4913 3.2244 -0.02 -0.12 -0.06 0.00
C -1.6401 -3.0009 2.1581 0.10 -0.07 0.01 0.00
C -0.9399 -3.4734 0.8753 -0.07 -0.02 0.08 0.00
Ge -0.2376 -2.0278 -0.2188 0.19 0.23 0.04 0.01
C 0.1314 -2.5249 -2.0618 0.11 -0.09 -0.02 0.00
C 0.8316 -3.8866 -2.1512 0.05 0.04 0.00 0.00
C 2.1664 -3.9244 -1.4050 -0.04 -0.01 -0.05 0.00
C 2.8583 -5.2815 -1.4927 -0.03 0.02 -0.04 0.00
H 0.7800 -3.2224 4.6769 -0.03 -0.03 -0.03 0.00
H 0.6395 -4.2455 3.2488 -0.03 0.04 0.06 0.00
H -0.6330 -4.2604 4.4743 0.05 0.01 -0.03 0.00
H 0.0650 -1.8178 2.7574 -0.03 0.04 0.03 0.00
H -1.2118 -1.8968 3.9566 -0.01 0.01 0.02 0.00
H -2.3579 -2.2077 1.9226 0.01 -0.07 -0.03 0.00
H -2.2194 -3.8328 2.5721 0.00 0.06 0.04 0.00
H -1.6062 -4.0700 0.2479 0.02 0.00 0.04 0.00
H -0.0826 -4.1122 1.1129 -0.09 -0.03 0.02 0.00
H 0.8818 -1.2598 0.4850 0.01 -0.06 0.02 0.00
H 0.7442 -1.7369 -2.5037 -0.02 -0.03 -0.03 0.00
H -0.8236 -2.5281 -2.5920 0.02 -0.03 -0.03 0.00
H 1.0039 -4.1273 -3.2047 -0.01 -0.04 0.04 0.00
H 0.1786 -4.6733 -1.7564 0.02 0.02 -0.03 0.00
H 2.0011 -3.6743 -0.3472 0.03 0.00 -0.01 0.00
H 2.8228 -3.1439 -1.8076 -0.04 -0.03 0.04 0.00
H 2.2152 -6.0738 -1.0988 0.05 0.05 -0.03 0.00
H 3.7919 -5.2928 -0.9266 -0.07 0.00 -0.04 0.00
H 3.0940 -5.5279 -2.5318 -0.02 0.01 0.09 0.00
C -4.9242 -0.9066 -2.0097 0.02 -0.01 0.02 0.00
C -4.3062 -1.4074 -0.6937 -0.06 0.08 -0.06 0.00
C -5.1667 -1.0633 0.5319 0.02 -0.06 -0.06 0.00
C -4.1442 -2.9452 -0.7721 0.03 -0.04 -0.01 0.00
C -2.9351 -0.9116 -0.5381 -0.22 -0.26 0.10 0.02
C -1.7387 -0.6981 -0.3535 -0.13 0.15 -0.14 0.00
H -5.9510 -1.2688 -2.0795 0.04 0.01 0.00 0.00
H -4.3657 -1.2833 -2.8684 -0.01 0.01 0.04 0.00
H -4.9417 0.1807 -2.0709 -0.03 -0.08 0.04 0.00
H -6.1524 -1.5189 0.4113 0.07 0.03 0.00 0.00
H -5.2964 0.0076 0.6537 0.00 0.17 -0.04 0.00
H -4.7142 -1.4583 1.4434 -0.02 0.01 -0.05 0.00
H -5.1242 -3.3756 -0.9882 0.05 0.02 0.03 0.00
H -3.7843 -3.3541 0.1739 -0.05 0.05 -0.07 0.00
H -3.4576 -3.2338 -1.5708 -0.05 0.01 0.02 0.00
N 8.2874 0.4100 -2.2591 -0.33 0.02 0.02 0.01
C 7.1412 0.4638 -2.1694 0.05 -0.02 -0.01 0.00
C 5.7021 0.5311 -2.0452 0.18 0.00 -0.01 0.01
C 5.0407 -0.3436 -1.1861 0.01 -0.08 0.07 0.00
C 3.6677 -0.2613 -1.0483 -0.05 -0.03 0.02 0.01
C 2.9433 0.6981 -1.7616 -0.12 -0.04 0.20 0.01
C 3.6096 1.5542 -2.6359 0.00 0.15 -0.10 0.01
C 4.9828 1.4721 -2.7778 0.03 0.03 -0.08 0.00
C 1.5314 0.8297 -1.5351 1.05 -0.15 -0.42 0.09
C 0.3490 0.9445 -1.3281 -0.50 0.25 0.07 -0.08
H 5.6086 -1.0785 -0.6281 -0.05 0.05 -0.04 0.00
H 3.1409 -0.9353 -0.3825 0.06 0.05 0.00 0.00
H 3.0473 2.2904 -3.1988 0.05 -0.06 0.05 0.00
H 5.5070 2.1346 -3.4544 -0.04 -0.01 0.03 0.00